1.
{"formula": "C4H9N3", "method": "wB97M-V/def2-TZVPD", "elements": ["C", "C", "C", "C", "H", "H", "H", "H", "H", "H", "H", "H", "H", "N", "N", "N"], "coordinates": [[-1.330, 1.939, -0.215], [-0.445, 0.616, -0.324], [-0.373, -1.610, 0.138], [1.070, -1.303, 0.516], [-2.365, 1.616, -0.147], [-1.378, 2.876, -0.947], [-1.063, 2.541, 0.778], [-1.028, -2.361, 0.710], [-0.321, -2.052, -0.809], [1.168, -1.160, 1.737], [1.656, -2.182, 0.102], [1.749, -0.820, -1.064], [1.198, 1.645, 0.383], [-1.088, -0.425, -0.113], [1.682, -0.228, -0.234], [0.868, 0.909, -0.509]], "mulliken_charge": [-0.956, 0.524, -0.520, -0.540, 0.325, 0.271, 0.191, 0.307, 0.323, 0.243, 0.341, 0.315, 0.338, -0.448, -0.425, -0.288], "orbital_gap_ha": 0.363, "total_charge": 0, "e_above_lowest_ev": 3.8318, "smiles": "CC1=NCCNN1"}

2.
{"formula": "C4H9N3", "method": "wB97M-V/def2-TZVPD", "elements": ["C", "C", "C", "C", "H", "H", "H", "H", "H", "H", "H", "H", "H", "N", "N", "N"], "coordinates": [[1.870, -0.279, -0.779], [0.376, -0.501, -1.164], [-0.692, -0.877, 1.046], [-0.948, 1.247, -0.073], [2.088, 0.761, -0.554], [2.106, -0.859, 0.158], [2.572, -0.612, -1.562], [0.144, -1.538, -1.412], [0.176, 0.156, -2.032], [-0.510, -1.957, 0.828], [-1.016, 0.408, 2.378], [-0.415, 1.933, -0.758], [-2.354, 0.999, 1.119], [-0.510, -0.076, -0.066], [-0.981, -0.580, 2.245], [-1.905, 1.775, 0.626]], "mulliken_charge": [-0.920, -0.751, 0.141, 0.136, 0.303, 0.271, 0.364, 0.341, 0.355, 0.331, 0.296, 0.356, 0.283, -0.062, -0.731, -0.714], "orbital_gap_ha": 0.368, "total_charge": 0, "e_above_lowest_ev": 1.1647, "smiles": "[H]/N=C\\N(/C=N\\[H])CC"}

3.
{"formula": "C4H9N3", "method": "wB97M-V/def2-TZVPD", "elements": ["C", "C", "C", "C", "N", "N", "N", "H", "H", "H", "H", "H", "H", "H", "H", "H"], "coordinates": [[-1.364, -0.045, -0.909], [-0.995, -0.880, 0.277], [-1.208, 0.634, 0.429], [1.913, 0.153, -0.637], [0.364, -1.185, 0.600], [0.007, 1.309, 0.638], [1.192, -0.088, 0.579], [-0.633, 0.179, -1.666], [-2.365, -0.180, -1.294], [-1.715, -1.593, 0.657], [-2.073, 0.983, 0.980], [2.219, 1.195, -0.627], [2.806, -0.477, -0.615], [1.363, -0.050, -1.558], [0.391, -1.576, 1.544], [0.098, 1.622, 1.602]], "mulliken_charge": [-0.644, -0.199, -0.003, -0.575, -0.219, -0.512, -0.335, 0.131, 0.281, 0.391, 0.354, 0.255, 0.281, 0.246, 0.282, 0.268], "orbital_gap_ha": 0.345, "total_charge": 0, "e_above_lowest_ev": 4.0079}

4.
{"formula": "C4H9N3", "method": "wB97M-V/def2-TZVPD", "elements": ["C", "C", "C", "C", "N", "N", "N", "H", "H", "H", "H", "H", "H", "H", "H", "H"], "coordinates": [[-0.275, 1.494, 0.713], [-0.909, -2.310, 0.123], [-0.112, -0.139, -1.070], [1.237, 2.273, -0.997], [-0.599, -1.183, -0.546], [0.462, 1.253, -0.508], [-0.009, -3.235, 0.114], [0.373, 2.105, 1.491], [-0.289, 0.522, 1.210], [-1.984, -2.484, 0.273], [-0.300, 0.211, -2.140], [-1.220, 2.077, 0.835], [1.012, 3.192, -0.486], [1.967, 2.166, -1.855], [-0.208, -4.233, 0.298], [0.862, -2.890, -0.126]], "mulliken_charge": [-1.090, 0.211, 0.119, 0.014, -0.186, 0.124, -0.211, 0.410, 0.334, 0.376, 0.379, 0.351, 0.329, 0.307, 0.300, 0.234], "orbital_gap_ha": 0.360, "total_charge": 2, "e_above_lowest_ev": 3.1364, "smiles": "C=[N+](C)/C=N\\C=[NH2+]"}

5.
{"formula": "C4H9N3O", "method": "wB97M-V/def2-TZVPD", "elements": ["C", "C", "C", "N", "N", "O", "C", "N", "H", "H", "H", "H", "H", "H", "H", "H", "H"], "coordinates": [[1.790, 0.323, -0.804], [1.341, -0.939, -0.748], [-1.949, 0.633, 1.753], [-1.461, 0.411, 0.407], [2.191, -2.039, -0.634], [0.953, 1.414, -0.928], [-2.311, 0.230, -0.602], [-3.198, 0.128, -1.333], [1.375, 2.122, -1.424], [-0.626, 0.931, 0.146], [2.844, 0.568, -0.761], [0.316, -1.215, -0.946], [1.828, -2.790, -0.064], [3.141, -1.805, -0.378], [-2.070, 1.698, 1.978], [-1.243, 0.171, 2.443], [-2.920, 0.158, 1.895]], "mulliken_charge": [-0.305, 0.004, -0.904, -0.173, -0.521, -0.538, 0.506, -0.515, 0.321, 0.189, 0.242, 0.325, 0.231, 0.214, 0.285, 0.298, 0.341], "orbital_gap_ha": 0.320, "total_charge": 0, "e_above_lowest_ev": 2.4029, "smiles": "N/C=C/O.CNC#N"}

6.
{"formula": "C4H9N3O", "method": "wB97M-V/def2-TZVPD", "elements": ["C", "C", "C", "C", "N", "N", "N", "O", "H", "H", "H", "H", "H", "H", "H", "H", "H"], "coordinates": [[-2.251, 0.593, -0.405], [-2.169, -0.721, 0.345], [-0.741, 0.802, -0.575], [-0.788, -1.148, 0.460], [4.828, 0.249, -0.010], [0.040, -0.355, -0.038], [3.758, 0.098, -0.482], [2.767, -0.123, 0.488], [-2.770, 0.552, -1.266], [-2.731, 1.320, 0.255], [-2.688, -0.875, 1.292], [-2.782, -1.475, -0.299], [-0.533, 0.943, -1.642], [-0.437, 1.829, -0.178], [-0.402, -2.025, 0.940], [1.846, -0.076, 0.182], [5.052, 0.413, 0.931]], "mulliken_charge": [-0.551, -0.418, -0.562, -0.406, -0.449, -0.391, 0.130, -0.386, 0.361, 0.206, 0.351, 0.189, 0.275, 0.284, 0.476, 0.634, 0.257], "orbital_gap_ha": 0.368, "total_charge": 0, "e_above_lowest_ev": 4.3334, "smiles": "[H]/N=N\\O.C1=NCCC1"}

7.
{"formula": "C4H9N3O", "method": "wB97M-V/def2-TZVPD", "elements": ["C", "N", "N", "C", "C", "C", "O", "N", "H", "H", "H", "H", "H", "H", "H", "H", "H"], "coordinates": [[-1.059, 0.670, -1.255], [1.523, -0.782, 0.461], [-0.024, 0.683, -0.218], [1.386, -0.004, -0.592], [-0.236, -0.318, 1.151], [-1.270, -1.175, 1.142], [0.048, 0.426, 2.254], [2.023, 0.319, -1.631], [0.977, 0.259, 2.468], [2.204, -1.530, 0.471], [0.114, 1.626, 0.143], [1.533, 1.000, -2.202], [-2.007, 0.984, -0.821], [-1.154, -0.342, -1.641], [-0.789, 1.347, -2.066], [-1.583, -1.687, 0.247], [-1.686, -1.477, 2.090]], "mulliken_charge": [-0.949, -0.477, -0.089, 0.555, 0.625, -1.020, -0.502, -0.801, 0.396, 0.176, 0.321, 0.210, 0.369, 0.347, 0.339, 0.231, 0.269], "orbital_gap_ha": 0.310, "total_charge": 0, "e_above_lowest_ev": 4.2265}

8.
{"formula": "C4H9N3O2", "method": "wB97M-V/def2-TZVPD", "elements": ["C", "C", "C", "C", "N", "N", "N", "O", "O", "H", "H", "H", "H", "H", "H", "H", "H", "H"], "coordinates": [[2.218, 0.597, -0.979], [-0.517, -0.262, 1.067], [-1.680, -0.193, -0.027], [0.339, 0.628, 0.449], [-0.008, -1.458, 1.562], [-2.062, -1.422, -0.493], [0.035, 1.959, 0.303], [1.653, 0.255, 0.278], [-2.294, 0.823, -0.322], [-0.460, -2.345, 1.422], [1.019, -1.494, 1.565], [-1.855, -2.221, 0.076], [-2.991, -1.440, -0.912], [0.410, 2.437, -0.496], [-0.966, 2.122, 0.392], [2.382, 1.681, -1.063], [1.588, 0.241, -1.814], [3.190, 0.093, -1.009]], "mulliken_charge": [-0.764, 0.090, 0.583, 0.426, -0.510, -0.441, -0.511, -0.366, -0.680, 0.163, 0.213, 0.142, 0.283, 0.204, 0.300, 0.301, 0.312, 0.252], "orbital_gap_ha": 0.291, "total_charge": 0, "e_above_lowest_ev": 2.1819, "smiles": "CO/C(N)=C(\\N)C(N)=O"}

9.
{"formula": "C4H9N3O2", "method": "wB97M-V/def2-TZVPD", "elements": ["C", "C", "N", "C", "C", "N", "O", "N", "O", "H", "H", "H", "H", "H", "H", "H", "H", "H"], "coordinates": [[-0.032, -0.568, 1.605], [1.778, 0.186, -1.727], [-0.743, 0.621, 1.850], [-1.742, 0.816, 0.829], [0.241, -0.527, -0.081], [-0.235, -1.602, -0.770], [-1.746, 2.059, 0.319], [1.100, 0.335, -0.454], [-2.560, -0.023, 0.563], [-0.868, 2.477, 0.416], [-0.137, 1.409, 2.029], [-1.147, -1.934, -0.500], [-0.018, -1.668, -1.753], [-0.692, -1.426, 1.711], [0.908, -0.615, 2.162], [1.070, 0.277, -2.569], [2.536, 0.969, -1.805], [2.289, -0.786, -1.823]], "mulliken_charge": [-0.723, -0.978, -0.321, 0.634, 0.591, -0.499, -0.491, -0.460, -0.539, 0.372, 0.315, 0.258, 0.227, 0.260, 0.422, 0.329, 0.292, 0.311], "orbital_gap_ha": 0.354, "total_charge": 0, "e_above_lowest_ev": 1.1292, "smiles": "C/N=C(\\N)CNC(=O)O"}

10.
{"formula": "C4H9N3S", "method": "wB97M-V/def2-TZVPD", "elements": ["C", "C", "C", "C", "H", "H", "H", "H", "H", "H", "H", "H", "H", "N", "N", "N", "S"], "coordinates": [[0.574, -0.551, 0.641], [0.574, -1.098, -0.769], [-1.400, 0.789, -0.002], [-0.825, -0.026, 1.082], [2.480, 0.279, 0.441], [1.653, 0.808, 1.723], [0.748, -1.438, 1.311], [-0.261, -1.832, -0.842], [1.476, -1.521, -1.187], [0.722, 0.861, -1.685], [-1.637, 0.922, -2.017], [-0.748, 0.701, 1.923], [-1.450, -0.865, 1.333], [1.548, 0.556, 0.744], [0.170, 0.020, -1.733], [-1.080, 0.458, -1.276], [-2.544, 1.936, 0.313]], "mulliken_charge": [0.116, -0.625, 0.093, -0.614, 0.239, 0.259, 0.192, 0.316, 0.344, 0.299, 0.262, 0.309, 0.322, -0.611, -0.491, -0.061, -0.350], "orbital_gap_ha": 0.319, "total_charge": 0, "e_above_lowest_ev": 1.3267, "smiles": "N[C@@H]1CNNC(=S)C1"}

Copy entry 4 word for word.
{"formula": "C4H9N3", "method": "wB97M-V/def2-TZVPD", "elements": ["C", "C", "C", "C", "N", "N", "N", "H", "H", "H", "H", "H", "H", "H", "H", "H"], "coordinates": [[-0.275, 1.494, 0.713], [-0.909, -2.310, 0.123], [-0.112, -0.139, -1.070], [1.237, 2.273, -0.997], [-0.599, -1.183, -0.546], [0.462, 1.253, -0.508], [-0.009, -3.235, 0.114], [0.373, 2.105, 1.491], [-0.289, 0.522, 1.210], [-1.984, -2.484, 0.273], [-0.300, 0.211, -2.140], [-1.220, 2.077, 0.835], [1.012, 3.192, -0.486], [1.967, 2.166, -1.855], [-0.208, -4.233, 0.298], [0.862, -2.890, -0.126]], "mulliken_charge": [-1.090, 0.211, 0.119, 0.014, -0.186, 0.124, -0.211, 0.410, 0.334, 0.376, 0.379, 0.351, 0.329, 0.307, 0.300, 0.234], "orbital_gap_ha": 0.360, "total_charge": 2, "e_above_lowest_ev": 3.1364, "smiles": "C=[N+](C)/C=N\\C=[NH2+]"}